(1)
Here is a cluster of 3 separate species, C23H34F6NO14PS in total at a distorted geometry from the OMol25 dataset. Energies are from ωB97M-V with the def2-TZVPD basis set.

The total energy is -3343.527263 Eh. The SMILES is CC(C)C[C@H](C)CO[C@@H](O[C@@H](N=C=O)C(F)(F)F)[C@](CCF)(CC(=O)O)OCP(O)(O)=S.O=C1OC[C@@H](F)O1.O=C1OC[C@@H](F)O1. The LUMO energy comes out at -0.35 eV. The spin multiplicity is 1. As for the HOMO energy: -0.348 hartree.

Last column: Mulliken charge in e.
Cartesian coordinates (Å):
C1 2.466 2.076 2.451  -0.1264
H1 -4.548 -2.600 -4.533  0.2246
H2 -4.663 -1.625 2.667  0.2993
F1 6.049 -1.134 0.932  -0.2958
O1 2.294 3.486 2.513  -0.3957
H3 4.704 -1.801 2.268  0.2883
C2 1.252 -0.775 -4.178  0.7745
H4 5.142 0.373 3.250  0.0509
C3 -4.157 -3.037 -7.261  0.5827
H5 -2.215 -4.198 -5.715  0.2973
H6 -5.118 3.049 0.775  0.4143
H7 -2.828 -2.163 -4.575  -0.0647
H8 -3.361 -0.630 0.452  0.2527
C4 -0.893 -2.365 -2.247  0.9029
O2 1.127 1.489 -0.703  -0.7038
C5 -4.609 2.284 3.552  -1.2044
S1 -0.018 5.008 -2.002  -0.4678
C6 -2.967 0.623 2.373  -0.6470
C7 -4.407 1.374 2.211  0.5742
O3 6.620 -2.425 2.679  -0.3587
H9 -4.301 1.522 -0.029  0.2527
F2 -3.694 -4.928 -4.567  -0.2913
C8 6.794 -2.165 4.006  0.5575
C9 -3.630 -2.654 -5.126  -0.0255
H10 -2.815 0.286 3.470  0.3698
C10 5.732 -1.430 2.216  0.5794
H11 -0.817 -0.684 2.368  0.1405
C11 6.013 -0.272 3.117  -0.0726
H12 1.144 0.290 2.466  0.4689
O4 7.261 -2.943 4.789  -0.5096
H13 4.571 0.855 -1.642  0.3617
O5 1.449 0.121 -5.023  -0.4998
C12 -3.582 -1.897 2.399  -1.2169
O6 3.526 1.610 3.009  -0.6729
N1 1.300 -1.692 -3.254  -0.5597
H14 -4.957 3.355 3.325  0.3313
C13 3.682 0.144 -1.465  -0.1778
H15 -5.222 0.556 2.140  0.3296
H16 -3.461 -2.945 1.942  0.3447
H17 3.986 0.685 0.678  0.4184
O7 -4.494 -2.857 -8.396  -0.5060
H18 0.900 -1.399 1.163  0.7943
C14 -1.270 -1.053 1.359  -0.4456
H19 3.250 -0.981 0.411  0.0658
C15 1.332 1.196 1.762  0.1408
H20 -5.333 1.714 4.255  0.2607
H21 2.864 0.395 -2.224  0.0048
C16 1.783 2.776 -0.741  -0.5470
H22 0.343 1.806 1.805  -0.2184
H23 1.517 6.269 -0.177  0.3662
C17 0.762 -0.762 0.200  -1.7494
F3 4.173 -1.191 -1.841  -0.3729
C18 1.673 0.601 0.307  1.7505
C19 3.188 0.131 0.075  -0.3476
H24 2.780 2.835 -0.171  0.2885
H25 -1.597 4.129 0.108  0.3078
O8 -0.787 3.743 0.541  -0.4742
O9 -4.025 -4.268 -6.685  -0.3374
C20 -4.292 2.259 0.857  -0.7711
F4 -2.154 -1.647 -2.309  -0.2183
H26 -3.578 2.351 4.053  0.2886
F5 -0.998 -3.286 -1.162  -0.2816
C21 0.379 -1.337 -2.093  0.3828
O10 1.133 -1.616 -0.902  -0.4672
H27 -2.990 -1.889 3.395  0.3115
P1 0.612 4.241 -0.294  0.7118
C22 -2.870 -0.744 1.481  0.2074
H28 -3.238 2.742 0.870  -0.1345
H29 6.853 0.338 2.771  0.2125
O11 -3.846 -2.035 -6.385  -0.3278
O12 -0.666 -0.403 0.201  -0.0767
O13 6.365 -0.913 4.335  -0.3356
H30 -2.079 1.296 2.098  -0.0971
F6 -0.796 -3.143 -3.489  -0.2632
C23 -3.278 -4.047 -5.508  0.3853
O14 1.462 5.531 0.481  -0.5597
H31 3.164 3.884 2.782  0.3843
H32 -1.116 -2.207 1.367  0.2786
H33 0.064 -0.246 -2.231  0.3056
H34 2.052 2.970 -1.856  0.5576



(2)
Here is the molecule C23H34N2O3 from the OMol25 dataset. Energies are from ωB97M-V with the def2-TZVPD basis set.

The total energy is -1231.946808 Eh. The SMILES is CC[C@]1(C)C[C@H](C(=O)N2CC3(C[C@H](C(=O)N4[C@H]5CC=C[C@H]4CCC5)CO3)C2)C1. The LUMO energy comes out at 0.58 eV. The spin multiplicity is 1. As for the HOMO energy: -0.333 hartree. The value obtained for the energy above the lowest of the compared OMol25 structures with the same formula, charge and spin is 4.222 eV.

Last column: Mulliken charge in e.
Cartesian coordinates (Å):
C1 -1.652 0.634 -0.079  1.9702
O1 -6.577 3.095 4.907  -0.5684
H1 -4.193 1.217 0.750  0.2397
H2 -11.275 1.813 0.341  0.3182
C2 -3.728 0.394 2.689  -0.3765
H3 -3.325 -0.885 -0.310  0.2989
H4 -12.149 3.872 -0.395  0.4347
H5 -10.042 -0.626 1.909  0.4555
H6 -2.128 2.618 0.915  0.2964
H7 0.071 -0.032 -1.185  0.3973
N1 -10.119 2.500 1.872  0.2726
H8 -8.115 0.887 4.851  0.4323
C3 -9.504 2.036 -0.410  -0.8528
C4 -11.642 3.716 0.560  -0.9925
C5 -6.429 1.961 4.092  1.6775
H9 -9.599 2.640 4.381  0.9377
H10 -1.462 2.051 -1.710  0.4003
H11 -8.564 2.578 -0.464  0.3126
H12 -2.287 -1.120 1.120  0.4144
C6 -2.049 1.546 1.105  -1.2403
H13 1.299 -1.112 0.696  0.4204
H14 0.424 1.104 0.096  0.3278
H15 -8.185 4.289 5.297  0.2978
C7 -12.330 1.925 2.223  -0.5334
C8 -10.438 0.208 1.327  -1.0509
H16 -5.629 -0.016 4.822  0.3079
H17 -13.097 1.441 2.817  0.4608
H18 -7.461 4.514 3.681  0.3847
N2 -4.728 1.117 3.232  0.3095
C9 -2.101 1.214 -1.414  -1.9575
H19 -9.905 1.890 -1.414  0.3946
C10 -3.363 0.736 1.267  1.2660
H20 -3.130 1.578 -1.370  0.3911
O2 -8.304 3.819 1.703  -0.6550
H21 -13.622 3.452 1.617  0.4426
C11 0.222 -0.947 0.740  -1.3140
C12 -2.707 -0.384 0.438  -1.5488
C13 -8.671 2.725 3.819  0.3312
C14 -5.324 0.997 4.555  -1.2627
C15 -12.622 3.042 1.543  -0.5915
H22 -2.044 0.453 -2.195  0.4473
C16 -7.740 3.785 4.442  -1.0125
H23 -1.400 1.373 1.966  0.4078
O3 -3.141 -0.463 3.334  -0.7370
H24 -5.172 3.153 2.708  0.1884
C17 -0.178 0.222 -0.150  -0.8614
H25 -7.952 0.750 3.097  0.4182
C18 -10.897 1.363 2.317  -0.1355
H26 -4.708 1.414 5.354  0.3220
H27 -9.171 -0.151 -0.396  0.6339
C19 -10.577 2.630 0.484  -0.2863
H28 -0.269 -1.868 0.424  0.3288
H29 -0.047 -0.774 1.785  0.3038
C20 -5.633 2.165 2.768  -0.9234
H30 -10.695 1.089 3.352  0.6531
C21 -9.306 0.654 0.328  -0.2349
C22 -8.987 3.042 2.359  -0.4461
H31 -6.164 1.957 1.838  0.1569
H32 -11.291 4.681 0.931  0.3380
H33 -11.301 -0.182 0.783  0.5092
C23 -7.842 1.427 3.943  -1.1306
H34 -8.370 0.708 0.886  -0.1883



(3)
Here is a structure of composition C23H35Br8F3O5 at a distorted geometry from the OMol25 dataset. Energies are from ωB97M-V with the def2-TZVPD basis set.

The total energy is -22165.186837 Eh. The LUMO energy comes out at 0.26 eV. The spin multiplicity is 1. As for the HOMO energy: -0.318 hartree.

Last column: Mulliken charge in e.
Cartesian coordinates (Å):
H1 -5.776 -1.533 4.760  0.3581
C1 5.686 -0.294 -3.342  -0.5588
F1 -3.298 3.541 -1.027  -0.2891
H2 -1.263 1.079 3.175  -0.3481
Br1 5.439 1.461 -2.538  -0.1590
H3 -3.362 1.062 1.634  0.3169
H4 -0.820 -1.664 -4.603  0.4537
C2 -0.092 2.906 3.235  -1.6236
H5 3.545 -0.617 -3.401  0.1433
C3 -1.682 2.212 4.954  -0.0567
H6 2.700 2.849 1.067  0.4546
C4 2.170 2.078 0.515  -1.1573
C5 0.176 -1.630 2.567  -1.0803
H7 0.727 -0.078 -3.271  0.4156
Br2 -3.048 -0.653 4.643  -0.0528
H8 -1.009 0.153 -2.991  0.3323
H9 2.996 -4.591 -7.666  0.3347
H10 -2.546 3.751 2.787  0.4380
C6 1.453 -1.514 1.798  0.7749
C7 2.427 -0.422 -0.035  -0.4737
F2 -3.446 1.384 -1.012  -0.2876
Br3 4.294 -1.837 -1.372  -0.1227
C8 0.743 1.969 1.035  1.4508
H11 0.086 1.775 0.194  -0.5271
C9 1.317 -5.590 -6.786  -0.3233
O1 -2.183 2.396 0.534  -0.3310
O2 -3.006 2.446 5.194  -0.4329
H12 0.935 -4.829 -6.114  0.0805
H13 -6.705 -0.506 3.636  0.4490
H14 0.249 -1.107 3.508  0.2959
C10 -2.697 2.678 2.851  0.8160
H15 3.234 -6.338 -7.474  0.3869
C11 -4.688 0.094 4.031  0.7312
H16 -1.214 -2.446 -3.061  0.3593
C12 2.796 -5.451 -7.031  -0.5810
C13 -4.778 1.400 3.796  -0.2790
C14 4.462 -1.153 -3.183  -0.3263
H17 3.212 -1.158 -0.141  0.4613
H18 -0.647 3.637 1.295  0.3390
H19 5.885 -0.105 -4.395  0.3946
H20 -0.128 3.819 3.817  0.4883
C15 -0.481 -1.843 -3.586  -0.6465
C16 -0.178 -0.543 -2.893  -0.8739
H21 3.979 0.957 0.268  0.3842
H22 2.205 2.398 -0.519  0.4079
H23 -4.291 3.383 3.994  0.6237
Br4 1.129 -2.925 -3.740  -0.1543
Br5 3.764 -5.112 -5.378  -0.1502
C17 0.224 3.217 1.770  -0.8250
C18 2.991 0.798 0.679  -0.7271
C19 -3.162 2.124 1.540  -1.3244
C20 -3.722 2.458 3.978  -0.7561
Br6 -6.418 2.124 3.146  -0.1481
C21 -1.394 2.119 3.448  1.5681
O3 1.271 -1.000 0.568  -0.1760
H24 2.150 -0.130 -1.038  0.2867
H25 -4.094 2.606 1.266  0.5711
H26 4.525 -2.032 -3.822  0.1883
Br7 0.876 -7.312 -5.997  -0.1204
C22 -5.747 -0.934 3.861  -1.4418
H27 0.990 3.983 1.773  0.6557
H28 0.697 2.274 3.612  0.3277
O4 2.532 -1.851 2.240  -0.5712
H29 -0.648 -1.197 2.013  0.1369
H30 3.103 0.625 1.742  0.4167
H31 -5.435 -1.612 3.077  0.3194
C23 -2.635 2.414 -0.734  0.9763
H32 0.667 1.123 1.702  -0.5462
O5 -0.862 2.112 5.846  -0.6106
H33 0.773 -5.554 -7.727  0.3452
H34 -0.050 -2.672 2.730  0.3922
Br8 0.090 -0.785 -0.985  0.0491
H35 6.565 -0.730 -2.880  0.3890
F3 -1.560 2.345 -1.539  -0.2312



(4)
Here is a structure of composition C23H35BrIN6O2Pt from the OMol25 dataset. Energies are from ωB97M-V with the def2-TZVPD basis set.

The total energy is -4367.294324 Eh. The LUMO energy comes out at -2.19 eV. The spin multiplicity is 1. As for the HOMO energy: -0.391 hartree. As for the net charge: +1. The value obtained for the energy above the lowest of the compared OMol25 structures with the same formula, charge and spin is 0.670 eV.

Last column: Mulliken charge in e.
Cartesian coordinates (Å):
H1 0.398 3.132 -4.395  0.3751
Pt1 -0.922 0.240 -1.241  0.0943
C1 -2.704 -4.813 -0.667  -1.5606
H2 2.937 -0.340 2.202  0.2894
H3 3.615 -1.090 -0.695  0.3781
H4 3.779 1.284 -0.847  0.2433
C2 -1.191 -2.899 -0.940  -0.3158
H5 -1.857 5.675 0.621  0.2522
N1 -0.624 2.328 -1.388  -0.2631
C3 -0.487 -4.759 0.497  -1.5958
H6 5.350 2.937 3.820  0.1894
H7 4.672 -1.166 0.686  0.3989
H8 0.456 -4.736 -2.087  0.3802
C4 -0.589 -5.036 -1.993  -1.5955
H9 -5.774 -3.186 0.591  0.4234
N2 -0.768 3.130 -0.314  0.6715
Br1 -4.036 2.286 0.880  -0.1480
N3 4.194 1.671 1.134  0.0755
H10 -3.184 -4.353 0.198  0.2794
C5 1.254 -0.230 0.866  0.4172
H11 0.556 -4.442 0.442  0.3177
O1 1.672 2.000 1.750  -0.9087
C6 -0.501 4.462 -2.023  -1.0557
C7 -5.274 -0.069 1.820  -0.4503
H12 -0.273 5.250 1.273  0.3255
H13 -0.803 2.681 0.611  0.1400
C8 -0.348 2.579 -3.826  -1.3777
H14 3.194 1.767 1.488  0.2788
C9 -0.475 3.126 -2.445  0.5138
C10 -4.350 -0.285 -0.379  0.1552
C11 0.800 1.120 1.491  0.1069
H15 -6.229 -1.810 2.603  0.3867
H16 -0.408 6.437 -0.032  0.3685
O2 -0.424 1.275 1.574  -0.7685
C12 -5.447 -2.157 0.636  -0.6265
H17 1.186 -1.081 -1.006  0.4832
C13 -0.811 5.507 0.361  -1.2895
C14 -1.150 -1.696 -1.075  -0.2018
C15 -1.242 -4.363 -0.779  2.3218
H18 -3.262 -4.534 -1.563  0.3236
H19 -4.544 -2.203 -1.312  0.4006
N4 4.708 2.702 3.086  -0.3663
H20 -0.510 -5.842 0.626  0.4265
H21 6.765 1.431 0.948  0.1719
C16 -4.765 -1.607 -0.438  -0.3636
H22 1.694 0.488 -1.046  0.2504
H23 -5.464 0.534 2.697  0.4186
H24 3.716 2.755 3.273  0.1840
H25 -1.295 2.661 -4.364  0.2672
H26 -0.066 1.527 -3.800  0.2695
H27 -0.402 5.340 -2.637  0.5076
H28 -0.627 -6.122 -1.884  0.3961
C17 5.114 2.058 1.981  0.8490
N5 6.426 1.849 1.793  -0.3376
C18 4.338 0.822 -0.030  -1.1211
H29 -0.942 -4.296 1.374  0.3836
H30 0.520 -0.956 1.211  0.3946
C19 -4.595 0.490 0.746  0.3199
N6 1.037 -0.153 -0.610  -0.7611
I1 -3.328 0.469 -2.040  0.0907
H31 -2.755 -5.898 -0.557  0.4353
C20 -0.686 4.422 -0.653  0.5876
C21 2.660 -0.761 1.233  -0.9357
H32 7.103 2.243 2.421  0.2136
H33 -1.107 -4.762 -2.912  0.3805
H34 5.374 0.793 -0.370  0.4935
H35 2.557 -1.835 1.395  0.4294
C22 -5.699 -1.386 1.761  -0.5745
C23 3.841 -0.602 0.257  -0.4421



Calculated Kohn-Sham gap, 9.12; 9.63; 8.91; 8.45 eV (same order as the records).